Density functional theory data (ωB97M-V/def2-TZVPD) for a cluster of 2 separate species, C30H50BN4O7S in total in a non-equilibrium geometry.

- Highest occupied orbital energy: -0.390 Ha
- Multiplicity: 1
- Energy above the lowest of the compared OMol25 structures with the same formula, charge and spin: 0.0 kJ/mol
- LUMO: -3.2 eV
- Total charge: +1
- Orbital gap: 7.37 eV

The geometry in XYZ format:
```
93
Properties=species:S:1:pos:R:3:forces:R:3:mulliken_charge:R:1
C -1.2977 -3.3731 3.6701 -0.58 0.03 -0.47 -1.394
C -1.1870 -3.3142 2.1147 0.58 0.87 0.82 0.109
C -1.9996 -2.1103 1.5921 0.49 -1.63 -0.51 -1.588
C -1.6719 -1.7351 0.1275 -0.31 2.54 0.63 0.222
C -2.1740 -0.2585 0.0321 -0.48 -1.74 -0.36 -0.465
C -3.4615 0.1512 0.6633 2.06 0.06 -0.94 0.109
C -3.4773 1.1192 1.6543 -0.99 0.00 -0.01 0.105
C -4.7376 1.4360 2.1343 0.93 0.18 0.03 -0.898
C -5.8148 0.7712 1.5869 -1.56 0.53 0.75 -0.400
N -5.7972 -0.1763 0.6658 0.34 -0.19 -0.36 -0.627
C -4.5957 -0.4884 0.2000 -0.18 0.07 0.17 0.088
N -1.3623 0.4865 -0.6250 -1.10 0.72 0.89 0.058
C -1.6060 1.9268 -0.7911 1.77 0.65 -0.57 -0.377
C -0.8275 2.8014 0.2671 -0.22 -1.01 -0.10 -1.592
C -0.0619 1.9903 1.3426 -1.21 1.12 0.48 0.828
S 0.2913 3.0872 2.7405 2.60 -1.09 0.74 1.276
O 1.3497 3.9485 2.3436 -0.77 1.05 -0.87 -0.545
O 0.6370 2.2685 3.8637 -1.07 -0.54 0.32 -0.694
O -1.0480 3.8745 3.1048 0.06 -0.31 -0.47 -0.499
C -0.2031 -0.2749 -1.1694 0.43 -0.29 -1.53 1.683
C 1.0830 0.5451 -1.4400 0.30 0.37 0.73 -0.447
C 2.3832 -0.1246 -0.9635 -0.09 -0.30 -0.67 -0.579
C 3.5898 0.8254 -1.0406 -0.26 -0.70 0.06 -1.171
N 3.5565 1.6864 -2.2233 0.34 0.17 -0.25 -0.008
C 4.6634 2.6917 -2.1280 -0.55 -0.50 0.61 -1.622
C 4.1027 3.8724 -1.3605 0.92 -0.93 -1.30 0.707
C 4.3635 4.0583 -0.0278 0.28 -0.28 0.34 -0.143
C 3.8039 5.1215 0.6553 0.48 -0.59 0.44 -0.693
C 2.9855 5.9708 -0.0428 -0.23 0.81 0.86 -0.451
C 2.7513 5.7996 -1.3847 -0.85 0.81 -0.93 -0.451
C 3.3015 4.7506 -2.0737 0.12 -0.28 0.58 0.358
O 3.0779 4.5613 -3.4115 -0.42 0.11 -0.15 -0.680
C -0.6559 -0.7254 -2.5967 -0.97 -0.87 -0.06 -1.973
O -1.3190 0.3241 -3.2766 0.95 -0.21 0.12 -0.321
C -0.7337 0.6923 -4.5224 -0.38 1.57 -0.87 -0.142
C -1.0290 2.1984 -4.7426 -0.16 -0.25 0.42 -1.027
C -0.1504 -1.4637 -0.2074 -1.52 -1.39 0.15 -0.598
B 0.4186 -2.8686 -0.7441 1.08 0.15 0.62 0.960
N 1.6772 -3.3539 -0.1318 -0.31 -0.07 -0.37 -0.576
O -0.2445 -3.5876 -1.7260 0.13 1.12 -0.05 -0.792
H -1.8378 -4.2607 4.0099 0.24 0.04 0.01 0.229
H -0.3243 -3.3108 4.1577 -0.11 -0.16 -0.04 0.357
H -1.8938 -2.5134 3.9998 0.16 -0.14 0.17 0.427
H -0.1291 -3.0862 1.9170 -0.15 -0.38 -0.25 -0.125
H -1.4517 -4.2662 1.6508 0.03 0.17 -0.09 0.564
H -3.0570 -2.3969 1.6218 0.04 0.44 0.26 0.569
H -1.7984 -1.2661 2.2613 -0.16 -0.02 -0.14 0.354
H -2.2089 -2.3773 -0.5779 0.18 0.08 -0.02 0.820
H -2.5840 1.5948 2.0304 -0.03 0.00 -0.04 0.536
H -4.8663 2.1943 2.8968 -0.15 -0.12 -0.05 0.440
H -6.7999 1.0591 1.9576 0.09 -0.22 -0.14 0.402
H -4.4974 -1.2499 -0.5716 -0.25 0.05 0.10 0.541
H -2.6671 2.1580 -0.8486 0.02 -0.33 0.30 0.818
H -1.1781 2.1820 -1.7631 -0.25 -0.16 0.06 -0.159
H -0.0820 3.4081 -0.2520 -0.31 0.20 0.09 0.654
H -1.5816 3.4258 0.7529 0.32 0.15 -0.05 0.616
H 0.9153 1.6271 1.0249 -0.04 0.13 0.14 -0.041
H -0.6337 1.1691 1.7825 0.10 0.03 -0.13 -0.491
H -1.2737 3.5957 4.0089 0.00 0.10 -0.01 0.381
H 1.1797 0.6829 -2.5166 -0.12 0.23 0.16 0.342
H 1.0601 1.5619 -1.0294 -0.16 -0.19 -0.02 -0.406
H 2.5927 -0.9694 -1.6428 -0.14 0.03 0.19 0.388
H 2.2808 -0.5623 0.0347 0.14 0.17 -0.09 0.138
H 3.6115 1.3959 -0.1067 0.11 0.33 -0.35 0.364
H 4.5006 0.2061 -1.0899 -0.08 0.13 0.42 0.544
H 3.7423 1.0891 -3.0263 -0.01 0.04 0.04 0.248
H 5.4957 2.2084 -1.5959 0.10 0.40 -0.08 0.525
H 4.9980 2.9705 -3.1290 -0.11 0.03 0.12 0.443
H 5.0175 3.3379 0.4590 -0.04 0.21 0.10 0.428
H 4.0287 5.2233 1.7107 -0.24 0.24 -0.09 0.389
H 2.5149 6.7947 0.4853 0.04 -0.02 -0.15 0.393
H 2.1121 6.4990 -1.9182 0.07 -0.08 0.05 0.432
H 2.7497 3.6591 -3.5269 0.18 0.00 0.00 0.296
H 0.1987 -1.0939 -3.1785 0.06 0.16 0.27 0.584
H -1.3509 -1.5750 -2.5464 0.08 0.20 0.17 0.674
H 0.3533 0.5590 -4.5523 -0.16 -0.37 0.22 0.225
H -1.1893 0.1673 -5.3710 0.09 -0.43 0.40 0.402
H -0.1684 2.8342 -4.5159 -0.08 -0.09 -0.09 0.175
H -1.3910 2.4109 -5.7500 0.21 -0.03 0.07 0.372
H -1.8312 2.4751 -4.0490 0.05 0.03 -0.20 0.251
H 0.2312 -1.2006 0.7871 0.62 0.14 -0.45 0.354
H 1.5473 -4.3055 0.2122 0.08 0.01 -0.10 0.170
H 2.4151 -3.4188 -0.8330 0.12 0.02 0.24 0.250
H 0.3846 -3.7025 -2.4526 -0.21 -0.80 0.09 0.321
C -0.3719 -7.8737 3.8094 0.01 0.08 0.03 -1.103
C -1.1897 -7.3874 2.6287 0.32 -0.24 -0.01 -0.210
O -0.3846 -6.6261 1.7258 -0.10 0.24 -0.04 -0.438
H 0.0670 -7.0293 4.3428 -0.07 0.01 0.02 0.275
H -0.9884 -8.4459 4.5037 0.03 -0.02 -0.01 0.351
H 0.4527 -8.5066 3.4734 -0.07 -0.08 0.01 0.345
H -1.9992 -6.7398 2.9651 0.03 0.08 -0.12 0.240
H -1.6263 -8.2321 2.0877 -0.13 0.01 0.09 0.317
H 0.3253 -7.1975 1.4167 -0.02 -0.02 0.01 0.281
```
Forces are in eV/Å.